Record 1
Here is a single C20H26FN5O3 molecule from the OMol25 dataset. Energies are from wB97M-V/def2-TZVPD.

Its LUMO energy is 0.5689 eV. The calculation puts the HOMO-LUMO gap at 9.47 eV. The value obtained for the calculated total energy is -1377.06756 Ha. The largest force on an atom is 0.0444 Eh/bohr. The HOMO energy comes out at -8.905 eV.

Structure (ORCA input):
```
! RIJCOSX wB97M-V def2-TZVPD def2/J DEFGRID3
* xyz 0 1
C -0.17086 -0.77603 2.48614
C -0.77346 -1.46528 1.24575
C -0.85556 -3.00142 1.44649
N -1.47298 -3.57602 0.23691
C -2.71333 -4.13704 0.30022
O -3.36106 -4.22538 1.34530
C -3.28757 -4.63663 -0.92910
N -3.25788 -5.91596 -1.25966
N -3.84298 -5.98743 -2.45279
C -4.23325 -4.76904 -2.93148
C -3.88464 -3.84853 -1.95433
C -4.12524 -2.37577 -2.01158
C -3.95143 -1.67987 -3.21400
C -4.15832 -0.29855 -3.23171
N -4.52752 0.40311 -2.13156
C -4.70630 -0.28027 -0.97360
C -4.51839 -1.65980 -0.87428
C -0.67037 -3.42686 -0.98919
C -0.59896 -1.91475 -1.29322
C -0.10558 -1.04988 -0.10613
N 1.34319 -0.73060 -0.07700
C 1.65366 0.66636 -0.41570
C 2.30368 -1.69398 -0.07982
O 2.18458 -2.73128 0.57050
C 3.66453 -1.44990 -0.78158
O 3.51796 -0.80611 -2.05802
C 3.09476 -1.65418 -3.12493
C 2.65858 -0.79458 -4.31811
F 1.48522 -0.18550 -4.13373
H 0.85295 -1.10619 2.66760
H -0.15418 0.30760 2.36699
H -0.75062 -0.99780 3.38286
H -1.82023 -1.16288 1.16210
H 0.13817 -3.43039 1.57038
H -1.38191 -3.28468 2.36092
H -3.97331 -6.87194 -2.92444
H -4.73027 -4.66211 -3.88633
H -3.64469 -2.19631 -4.11086
H -4.02447 0.27262 -4.13929
H -5.00809 0.29924 -0.11272
H -4.67689 -2.16308 0.06962
H 0.32506 -3.81137 -0.75978
H -1.01164 -4.04251 -1.82235
H 0.02355 -1.73341 -2.16890
H -1.57809 -1.55400 -1.60293
H -0.55852 -0.07549 -0.30200
H 2.70755 0.91507 -0.28540
H 1.38639 0.87399 -1.45337
H 1.08780 1.34582 0.22289
H 4.27226 -0.82282 -0.13010
H 4.19921 -2.39510 -0.89300
H 3.92336 -2.30321 -3.41218
H 2.26540 -2.29790 -2.82802
H 3.39705 -0.02272 -4.53586
H 2.54447 -1.40914 -5.21083
*
```

Record 2
Here is a single C4H7NO molecule from the OMol25 dataset. Energies are from wB97M-V/def2-TZVPD.

Its LUMO energy is 0.9434 eV. The calculation puts the HOMO-LUMO gap at 10.13 eV. The value obtained for the calculated total energy is -286.44438 Ha. The largest force on an atom is 0.1570 Eh/bohr. The HOMO energy comes out at -9.191 eV.

Structure (ORCA input):
```
! RIJCOSX wB97M-V def2-TZVPD def2/J DEFGRID3
* xyz 0 1
C -1.05296 -0.18891 -0.86052
N -0.28883 -1.24896 0.02534
C 0.49919 -0.47153 0.93029
C 1.00818 0.66622 0.38015
O 1.41365 0.19324 -0.94768
C 0.15525 0.86788 -0.94736
H -1.85056 0.14390 -0.11470
H -1.22240 -0.62068 -1.86675
H -1.23084 -1.30844 0.54667
H -0.23119 -0.02389 1.89241
H 1.10473 -1.09079 1.43398
H 1.81095 1.19649 0.87625
H -0.11518 1.88546 -1.34806
*
```

Record 3
Here is a single C4H7ClO molecule from the OMol25 dataset. Energies are from wB97M-V/def2-TZVPD.

Its LUMO energy is 0.6451 eV. The calculation puts the HOMO-LUMO gap at 10.87 eV. The value obtained for the calculated total energy is -692.02626 Ha. The largest force on an atom is 0.0507 Eh/bohr. The HOMO energy comes out at -10.220 eV.

Structure (ORCA input):
```
! RIJCOSX wB97M-V def2-TZVPD def2/J DEFGRID3
* xyz 0 1
C 1.88538 -1.47031 0.10928
C 0.45247 -1.10107 -0.29664
C -0.15512 0.12148 0.38322
Cl 0.61364 1.63850 -0.12228
C -1.66769 0.10405 0.17822
O -2.26792 -0.89214 -0.16456
H 2.60095 -0.78270 -0.25807
H 2.07917 -2.51846 -0.22683
H 1.95233 -1.50431 1.15555
H 0.35843 -1.06495 -1.34198
H -0.20383 -1.94260 0.04889
H 0.01301 0.11056 1.47827
H -2.17880 1.06018 0.29490
*
```

Record 4
Here is C3H5LiORb as an isolated structure from the OMol25 dataset. Energies are from wB97M-V/def2-TZVPD.

Its LUMO energy is -3.6332 eV. The calculation puts the HOMO-LUMO gap at 5.85 eV. The value obtained for the calculated total energy is -223.85849 Ha. The largest force on an atom is 0.1237 Eh/bohr. The HOMO energy comes out at -9.486 eV.

Structure (ORCA input):
```
! RIJCOSX wB97M-V def2-TZVPD def2/J DEFGRID3
* xyz 1 1
C -1.18215 -0.03936 -0.06998
O -0.09260 -0.46335 -0.46256
Rb 2.99236 0.98175 0.08813
H -1.28257 0.93467 0.43992
Li -2.77423 -0.96448 0.12849
C -4.56542 0.61534 -0.00493
C -5.10462 -0.74037 0.39342
H -4.54338 0.91592 -1.05327
H -4.21473 1.32899 0.74240
H -5.47025 -1.44429 -0.35584
H -5.16775 -1.03398 1.44237
*
```

Record 5
Here is a 10-piece molecular cluster, CH22N2O10 overall from the OMol25 dataset. Energies are from wB97M-V/def2-TZVPD.

Its LUMO energy is 0.1748 eV. The calculation puts the HOMO-LUMO gap at 9.70 eV. The value obtained for the calculated total energy is -913.27085 Ha. The largest force on an atom is 0.0573 Eh/bohr. The HOMO energy comes out at -9.526 eV.

Structure (ORCA input):
```
! RIJCOSX wB97M-V def2-TZVPD def2/J DEFGRID3
* xyz 0 1
N -0.30374 4.16001 1.50164
C -0.30416 2.81437 1.64600
N -0.28081 2.18557 0.46310
O -0.42643 2.20996 2.67435
H -0.08090 4.69397 2.32948
H -0.24243 4.60388 0.59647
H -0.15459 2.68006 -0.40848
H -0.74960 1.29592 0.55722
O -0.34040 -3.30806 2.52415
H -0.98205 -3.03431 3.17958
H 0.35929 -2.65790 2.58711
O 1.18881 -0.59270 0.22827
H 0.62734 -0.87237 -0.49476
H 0.74414 -0.91033 1.01415
O -2.48618 0.14657 0.24404
H -2.19904 -0.47917 -0.42095
H -3.39726 0.33489 0.01888
O 2.10408 -2.11723 -3.26972
H 1.97514 -2.49032 -4.14174
H 1.59308 -1.30788 -3.27701
O 0.41525 -0.44525 3.01438
H 0.01690 0.40918 2.84856
H 0.87991 -0.33644 3.84412
O -1.11740 -1.17889 -2.18064
H -1.54837 -1.39245 -3.00822
H -1.02036 -2.02112 -1.73627
O -0.71514 -2.83110 -0.13359
H -0.27660 -3.52851 -0.62097
H -0.61849 -3.08279 0.78486
O 2.30986 1.38336 -1.16634
H 3.24410 1.18714 -1.23644
H 1.95318 0.66783 -0.64000
O -0.25297 1.54612 -2.63566
H 0.57062 1.64422 -2.15783
H -0.48474 0.62372 -2.52757
*
```

Record 6
Here is C30H76HfN4O15S as an isolated structure from the OMol25 dataset. Energies are from wB97M-V/def2-TZVPD.

Its LUMO energy is -3.0521 eV. The calculation puts the HOMO-LUMO gap at 5.78 eV. The value obtained for the calculated total energy is -2982.07051 Ha. The largest force on an atom is 0.2112 Eh/bohr. The HOMO energy comes out at -8.828 eV.

Structure (ORCA input):
```
! RIJCOSX wB97M-V def2-TZVPD def2/J DEFGRID3
* xyz 0 1
Hf 2.72989 -0.51003 2.43592
C 4.97730 -0.50839 -1.60530
C 3.78337 0.21809 -1.01129
O 3.74749 0.28382 0.39462
H 5.02187 -0.32025 -2.67801
H 4.83973 -1.56214 -1.36286
H 5.84811 -0.05055 -1.13608
H 2.88344 -0.30233 -1.33899
H 3.75743 1.21873 -1.44272
C 0.09729 -1.63961 -0.95579
C -0.37081 -1.35452 0.44753
O 0.76333 -1.13944 1.28923
H 0.90803 -2.32221 -1.21046
H 0.51553 -0.74116 -1.40963
H -0.73479 -1.90233 -1.60902
H -1.08715 -2.10007 0.79266
H -0.99343 -0.46116 0.39911
S 2.99146 -2.43644 4.75201
O 2.20487 -2.35739 3.58096
O 2.17948 -2.51304 5.94685
O 3.94570 -3.51759 4.58637
O 3.57417 -1.10064 4.50788
C -7.89273 2.09747 2.50498
O -7.01411 1.57156 1.56522
C -7.63005 1.06551 0.38905
C -6.65772 0.34589 -0.51204
N -5.99997 -0.77472 0.15721
C -4.64745 -0.96264 -0.39541
C -4.57893 -1.06996 -1.92023
O -3.43780 -1.84068 -2.32717
C -3.51078 -2.20944 -3.68945
H -7.39235 2.39309 3.42711
H -8.62958 1.34161 2.77669
H -8.38636 2.98890 2.11798
H -7.89118 1.93054 -0.22056
H -8.47798 0.44647 0.68214
H -5.99733 1.18817 -0.71832
H -7.07199 0.00459 -1.46072
H -5.90281 -0.58786 1.14501
H -4.41565 -1.90832 0.09454
H -3.89387 -0.23785 -0.08735
H -4.61200 -0.04657 -2.29395
H -5.41792 -1.67920 -2.25642
H -4.31632 -2.91174 -3.90387
H -2.58295 -2.68614 -4.00567
H -3.48184 -1.36717 -4.38071
C -3.62341 2.06075 1.89278
O -2.68584 3.02012 2.30094
C -1.67437 2.46805 3.16861
C -0.65710 3.55970 3.39391
N 0.50735 3.01838 4.11242
C 1.41533 4.11624 4.55609
C 2.27102 4.88940 3.49766
O 3.32035 3.99681 3.11758
C 4.19524 4.56590 2.14218
H -4.43042 2.44120 1.26660
H -4.06752 1.39643 2.63410
H -3.00313 1.36076 1.33299
H -1.28349 1.53519 2.76229
H -2.24344 2.14613 4.04075
H -1.23558 4.35555 3.86304
H -0.43045 3.97679 2.41270
H 0.08766 2.75495 4.99251
H 2.15559 3.56355 5.13458
H 0.94614 4.79049 5.27257
H 2.64133 5.81493 3.93854
H 1.65018 5.21597 2.66339
H 5.01430 3.84757 2.10688
H 4.69299 5.47067 2.49107
H 3.85628 4.64305 1.10910
C 8.81979 -1.28154 0.87440
O 8.12358 -2.48620 0.51949
C 7.44399 -3.27107 1.49127
C 6.78358 -4.46675 0.81226
N 5.73797 -3.93958 -0.04215
C 5.03103 -5.06754 -0.62729
C 3.90336 -4.54331 -1.56026
O 4.42880 -4.23349 -2.86795
C 3.50392 -3.93091 -3.91788
H 8.16208 -0.46692 1.17760
H 9.42296 -0.76116 0.13043
H 9.42752 -1.47693 1.75791
H 6.70696 -2.62373 1.96651
H 8.00643 -3.64445 2.34703
H 6.42175 -5.19282 1.54026
H 7.56108 -5.01153 0.27671
H 6.12558 -3.38980 -0.79554
H 4.56163 -5.61792 0.18809
H 5.69795 -5.71837 -1.19273
H 3.41375 -3.70591 -1.06312
H 3.24845 -5.41103 -1.63928
H 4.21111 -3.81122 -4.73864
H 2.95043 -3.03237 -3.64516
H 2.89371 -4.78124 -4.22233
C -5.03087 3.43909 -3.04027
O -3.74644 2.92570 -2.97245
C -3.34526 2.77488 -1.67033
C -2.02614 1.97748 -1.76223
N -0.94477 2.88608 -2.24576
C 0.25865 2.19088 -2.63495
C 1.22173 3.13366 -3.43294
O 0.66308 3.63985 -4.63452
C 1.41392 4.73066 -5.12404
H -5.30239 4.19445 -2.30284
H -5.70141 2.59211 -2.89503
H -5.23820 3.91751 -3.99747
H -4.09622 2.30300 -1.03671
H -3.16422 3.74960 -1.21729
H -2.13006 1.11230 -2.41703
H -1.80541 1.56169 -0.77912
H -1.42128 3.27796 -3.04543
H -0.02125 1.32615 -3.23662
H 0.76756 1.75474 -1.77535
H 2.10851 2.60056 -3.77576
H 1.51233 3.94861 -2.76999
H 2.45788 4.49971 -5.33595
H 1.45888 5.59631 -4.46319
H 0.89848 5.04155 -6.03276
C -2.62253 -4.80724 1.92043
C -3.56933 -4.96707 0.73564
O -4.85061 -5.04416 1.36232
H -1.62272 -4.49715 1.61659
H -2.66553 -5.71458 2.52292
H -2.97054 -3.98857 2.55032
H -3.33049 -5.81993 0.10029
H -3.42400 -4.12337 0.06098
H -5.48003 -5.32757 0.69516
*
```